Here is C4H9N3O as an isolated structure at a distorted geometry from the Open Molecules 2025 dataset. Energies are from ωB97M-V/def2-TZVPD.

For the energy relative to the best compared isomer or geometry (same formula, charge and spin), the calculation gives 376.1 kJ/mol. The HOMO energy comes out at -0.30391 Ha. The LUMO energy comes out at 0.4 eV. As for the total charge: 0. Its HOMO-LUMO gap is 0.317 Ha.

Last column: natural (NBO) charge in e.
Atoms and positions in Å:
1 C 0.93233 -0.60276 0.96248  -0.0324
2 C 1.37664 -0.45614 -1.34644  -0.4510
3 N 0.94826 0.12844 -0.09570  -0.3234
4 C -1.54257 -1.56559 0.61654  0.8579
5 N -1.89100 -0.76028 -0.22368  -0.8044
6 C -0.23057 1.59303 -0.15331  -0.0195
7 N -0.96434 1.68028 0.90998  -0.8826
8 O -1.47894 -2.41251 1.42184  -0.5193
9 H -0.81625 0.93866 -0.90103  0.1745
10 H -2.38716 0.10554 -0.02650  0.4563
11 H -0.83199 2.52298 1.46797  0.3374
12 H 1.37437 -1.59473 0.98027  0.1798
13 H 0.63869 -0.13764 1.89264  0.2150
14 H 0.48013 2.37157 -0.47040  0.1681
15 H 2.22361 -1.13568 -1.21486  0.2055
16 H 1.62193 0.34685 -2.04238  0.2136
17 H 0.54685 -1.02201 -1.77742  0.2245